Entry 1:
79
Properties=species:S:1:pos:R:3:forces:R:3:mulliken_spin:R:1 method="wB97M-V/def2-TZVPD" multiplicity=6 charge=+1 homo_energy_ev="-6.713 / -9.229"
Ho 1.3651 -0.5332 0.7884 -0.77 -0.01 1.10 4.10
C -0.7506 -1.1606 2.3188 0.69 -0.78 0.31 0.01
C -0.5037 -2.3354 1.5376 0.84 0.28 0.52 -0.02
C 1.3510 -1.9584 2.8673 -1.07 0.00 -0.10 -0.01
C 0.3762 -0.9564 3.1704 -0.08 -0.82 -0.62 0.01
C 0.8092 -2.8095 1.8524 -0.57 0.57 0.55 0.00
C -2.0572 -0.4594 2.4689 -0.51 0.36 0.04 0.00
H -2.7107 -0.5993 1.5977 0.11 0.03 0.20 0.00
H -1.9188 0.6229 2.6010 -0.10 -0.22 -0.04 0.00
H -2.6194 -0.8216 3.3469 0.25 0.07 -0.25 0.00
C 0.4438 -0.0134 4.3126 0.20 0.62 0.34 -0.01
H -0.4380 0.6377 4.3441 0.22 -0.11 0.02 0.00
H 1.3295 0.6321 4.2500 -0.28 -0.09 0.16 -0.01
H 0.4978 -0.5448 5.2758 -0.05 0.05 -0.28 0.00
C 2.5978 -2.1874 3.6404 0.62 0.01 0.20 -0.01
H 2.3840 -2.4565 4.6885 0.04 0.09 -0.34 0.00
H 3.2281 -1.2866 3.6596 -0.01 -0.22 0.12 0.00
H 3.1857 -3.0026 3.2031 -0.04 0.16 0.14 0.00
C 1.4014 -4.0967 1.3972 0.26 -0.54 -0.25 0.00
H 1.3186 -4.8828 2.1660 0.01 0.26 -0.17 0.00
H 2.4699 -4.0023 1.1606 -0.15 -0.10 0.03 0.00
H 0.8962 -4.4807 0.5024 0.12 0.10 0.12 0.00
C -1.5080 -3.1137 0.7636 -0.30 -0.31 -0.63 0.00
H -1.5320 -4.1692 1.0825 0.01 0.38 0.00 0.00
H -1.2797 -3.1215 -0.3125 -0.17 -0.15 0.22 0.00
H -2.5211 -2.7110 0.8937 0.24 -0.08 -0.07 0.00
C -3.2268 1.9787 -0.4811 -0.67 0.15 0.00 0.00
C -4.1531 1.0453 -0.6916 -0.02 0.40 0.61 0.00
C -3.9547 -0.1514 -1.5686 -0.57 -0.43 -0.47 0.00
C -3.3029 0.0967 -2.9629 -0.34 -0.03 -0.80 0.00
C -1.7765 -0.2214 -3.0889 -0.19 0.05 1.29 0.00
C -1.1767 -0.5557 -1.7554 1.59 -0.89 -0.07 -0.01
C -1.1167 0.5842 -0.7196 -0.68 -0.29 -0.22 0.02
C -1.8720 1.8765 -1.0938 0.39 0.39 0.28 0.01
H -4.9635 -0.5511 -1.7727 0.38 0.11 -0.02 0.00
H -3.5504 1.1035 -3.3306 -0.08 -0.22 0.17 0.00
H -3.4478 -0.9684 -1.0223 -0.16 0.40 -0.27 0.00
H -1.9454 1.9314 -2.1865 -0.25 0.18 0.64 0.00
H -3.4157 2.8704 0.1306 -0.11 -0.54 -0.14 0.00
H -5.1204 1.0986 -0.1797 0.35 0.14 -0.20 0.00
H -1.2831 2.7492 -0.7681 -0.10 -0.26 -0.19 0.00
H -1.4965 0.1854 0.2314 0.20 0.42 -0.23 -0.03
H -1.5541 -1.5049 -1.3589 -0.14 0.50 -0.03 0.00
H -0.0753 0.9440 -0.5188 0.01 -0.34 -0.31 0.02
H -3.8000 -0.6086 -3.6549 0.16 0.43 0.21 0.00
H -1.7098 -1.1023 -3.7728 0.45 0.70 0.31 0.00
P -0.4229 0.9059 -3.7268 -0.62 -0.74 -1.50 0.00
C -0.2363 2.7136 -3.7001 -0.32 0.66 -0.11 0.00
C -0.5868 0.5575 -5.5045 0.43 0.23 -0.18 0.00
P 0.8537 -1.0468 -1.7772 -2.58 0.28 1.15 -0.02
C 1.1253 0.2705 -3.0512 0.95 0.29 0.24 0.00
C 0.8408 -2.5399 -2.8291 0.31 -0.36 0.18 0.00
C 2.7404 -1.2649 -1.1501 1.61 0.13 -1.18 0.02
H 0.7384 2.9662 -3.2623 -0.34 -0.10 -0.03 0.00
H -1.0213 3.2532 -3.1634 0.26 -0.11 -0.16 0.00
H -0.2409 3.0558 -4.7459 0.00 -0.09 0.38 0.00
H -0.0709 1.3449 -6.0634 -0.03 -0.37 -0.14 0.00
H -1.6553 0.5736 -5.7721 0.36 -0.01 0.16 0.00
H -0.1617 -0.4244 -5.7443 -0.17 0.21 -0.01 0.00
H 3.2813 -1.2391 -2.1015 0.47 -0.21 0.42 0.00
H 2.9020 -2.2383 -0.6598 0.12 0.14 -0.06 0.00
H 3.1740 -0.4266 -0.5427 0.22 -0.43 -0.58 -0.01
H 1.6910 1.1034 -2.5949 -0.23 -0.28 -0.36 0.01
H 1.7423 -0.1421 -3.8682 -0.21 0.25 0.24 0.00
H 1.3197 -3.3674 -2.2860 -0.18 0.15 -0.24 0.00
H 1.4297 -2.3400 -3.7363 -0.18 -0.24 0.20 0.00
H -0.1775 -2.8399 -3.1092 0.26 0.14 0.12 0.00
O 2.0663 1.2890 1.4390 -0.02 0.00 -0.33 -0.08
N 2.4128 2.3712 2.1884 -0.01 -1.67 -1.60 0.25
C 3.0349 2.1341 3.3612 0.71 0.60 2.48 0.29
C 3.0897 3.1655 4.2902 0.21 -1.65 -0.72 -0.11
C 2.5757 4.4137 3.9531 0.00 1.25 1.07 0.37
C 2.0256 4.6272 2.6946 -0.39 -0.90 -1.51 -0.14
C 1.9529 3.5757 1.7871 -0.64 2.38 0.56 0.25
H 3.4207 1.1273 3.5293 -0.12 0.45 -0.16 0.01
H 3.5177 2.9647 5.2677 0.07 0.09 -0.22 0.00
H 2.6106 5.2323 4.6731 -0.01 -0.28 -0.22 0.03
H 1.6373 5.5966 2.3992 0.11 -0.12 0.03 -0.01
H 1.5170 3.6381 0.7949 0.20 -0.05 0.22 0.06


Entry 2:
64
Properties=species:S:1:pos:R:3:forces:R:3:lowdin_charge:R:1 method="wB97M-V/def2-TZVPD" charge=+2 homo_energy_ev=-13.193
C 1.1801 -1.4437 -0.9697 1.73 0.44 -0.86 -0.15
C 1.5537 -0.4737 -1.9365 0.39 0.12 2.32 -0.06
C 2.7055 0.2258 -1.4149 -0.33 -1.57 -0.30 -0.10
H 1.1518 -0.3960 -2.9280 -0.53 0.63 -0.06 0.12
C 3.2281 -0.5292 -0.3128 0.17 -0.55 -0.50 -0.29
C 2.2500 -1.5515 -0.0023 0.41 0.00 -0.71 -0.31
H 2.4495 -2.5299 0.4808 -0.11 0.99 -0.02 0.13
H 0.3905 -2.1696 -1.0942 -0.16 0.10 0.12 0.11
H 3.2259 0.9732 -1.9830 0.18 0.33 0.12 0.11
H 4.3205 -0.6854 -0.1392 -1.24 0.71 0.06 0.12
Zr 1.5848 0.6216 1.1947 1.42 -2.11 -6.21 1.31
C 0.1752 2.0212 1.4452 -1.64 2.54 2.31 -0.32
H 0.9567 2.8936 1.4516 -0.39 -1.10 -0.17 0.08
H 0.2204 1.5755 2.4990 0.40 0.39 -0.16 -0.03
H -0.7460 2.5654 1.6556 -0.29 0.02 -0.96 0.05
Si -1.4887 0.9262 -1.8857 -1.75 3.30 4.44 0.74
C -3.3533 0.5834 -1.6513 -0.06 -1.60 0.03 -0.27
C -3.4876 -0.4283 -2.6513 0.28 -0.36 -0.03 -0.19
H -2.6741 -0.6575 -3.3730 -0.85 0.56 0.46 0.08
C -4.5284 -1.3324 -2.7150 -0.82 0.12 0.56 -0.08
H -4.4845 -2.0933 -3.4936 -0.34 0.12 0.24 0.11
C -5.5734 -1.2416 -1.7840 0.81 0.60 0.24 -0.06
H -6.3980 -1.9374 -1.8610 -0.12 0.12 0.18 0.11
C -5.4932 -0.2939 -0.7286 1.31 0.19 -0.90 -0.06
H -6.3060 -0.2764 -0.0103 0.24 0.17 0.08 0.10
C -4.3571 0.5814 -0.6215 -0.19 -0.57 -0.79 -0.09
H -4.2442 1.2285 0.2675 -0.25 -0.27 -0.68 0.10
C -0.7097 2.6295 -2.3815 -0.03 -0.70 0.49 -0.29
C -1.2336 2.8076 -3.6801 0.56 -0.90 -0.46 -0.15
H -2.2301 2.3634 -3.8910 0.63 0.64 -0.01 0.11
C -0.3928 3.1422 -4.7405 -1.04 1.02 -0.24 -0.06
H -0.7813 3.1023 -5.7879 0.46 0.23 1.04 0.13
C 0.8754 3.6462 -4.4461 0.45 -0.31 0.97 -0.06
H 1.4513 4.1309 -5.2240 0.20 -0.31 -0.01 0.11
C 1.3986 3.5539 -3.1324 -0.40 0.44 -0.35 -0.08
H 2.4133 3.9212 -2.9303 -0.48 -0.10 -0.11 0.11
C 0.6082 3.0185 -2.0963 -0.18 0.15 -0.62 -0.15
H 1.0138 2.9140 -1.0738 -0.12 -0.05 -0.63 0.06
H -0.9630 0.3218 -0.5902 0.38 0.01 -0.81 -0.04
H -1.4538 0.6494 -3.1843 1.13 -2.41 -2.95 -0.04
C 2.6040 0.3813 4.0435 0.33 0.00 0.76 -0.23
P 2.7969 -0.8352 2.7276 -0.19 -1.61 0.70 0.74
C 4.5410 -1.1277 2.4198 0.46 0.35 0.16 -0.21
C 2.0378 -2.4261 3.2022 -0.16 -0.21 0.25 -0.32
C 0.6171 -2.6702 2.6355 -0.16 -0.26 -0.17 -0.35
P -0.1796 -1.2956 1.6751 -1.28 -0.28 1.78 0.82
C -1.6317 -2.1908 0.9611 -0.15 -0.09 -0.79 -0.20
C -1.0511 -0.4431 3.0376 -0.34 -0.16 0.21 -0.26
H 3.4967 1.0131 4.0707 -0.09 0.03 0.28 0.07
H 2.4929 -0.1785 4.9777 0.05 0.53 0.23 0.08
H 1.7174 1.0238 3.8939 0.35 -0.26 0.30 0.02
H 5.0541 -0.9950 3.3700 0.29 -0.22 0.02 0.07
H 4.7151 -2.1273 2.0137 -0.10 0.10 0.14 0.08
H 4.9297 -0.4007 1.7019 0.03 -0.05 0.37 0.05
H 2.7176 -3.2300 2.8549 -0.28 0.47 0.43 0.11
H 2.0167 -2.3962 4.3038 0.07 -0.43 -0.34 0.10
H 0.5712 -3.5790 2.0148 0.28 0.34 0.10 0.10
H -0.0955 -2.8718 3.4444 0.19 0.04 -0.05 0.10
H -2.3623 -2.4183 1.7513 0.46 0.21 0.04 0.07
H -2.1716 -1.6054 0.2059 0.23 0.09 0.13 0.04
H -1.3716 -3.1529 0.4985 0.24 0.33 0.08 0.07
H -1.7271 -1.1495 3.5369 0.22 0.24 0.08 0.07
H -0.3143 -0.0529 3.7561 -0.41 -0.06 -0.03 0.04
H -1.6579 0.3713 2.6233 0.16 -0.11 0.19 0.06


Entry 3:
12
Properties=species:S:1:pos:R:3:forces:R:3:lowdin_charge:R:1 method="wB97M-V/def2-TZVPD" homo_energy_ev=-10.010 smiles="C=C.CO"
C -1.3995 -0.7426 0.2812 -0.80 -0.03 -0.75 -0.09
C -1.4750 0.3930 -0.3858 -0.58 -0.80 -1.73 -0.09
H -1.1419 -0.7118 1.3131 0.05 -0.40 0.70 0.05
H -1.6322 -1.6762 -0.2181 0.12 -0.09 0.27 0.06
H -1.2668 1.3258 0.0673 0.12 0.83 0.32 0.05
H -1.6780 0.3875 -1.4781 -0.03 0.14 0.90 0.08
C 1.4600 0.4551 0.1750 -0.35 3.37 2.27 -0.29
O 2.1190 -0.6395 -0.3125 -3.63 -3.36 -3.23 -0.14
H 1.9675 0.7803 1.0880 0.51 0.03 -0.01 0.08
H 1.2893 1.4911 -0.3530 0.66 -2.15 -0.34 0.12
H 0.5005 0.1931 0.5568 -0.13 0.04 0.02 -0.02
H 1.2570 -1.2558 -0.7338 4.07 2.42 1.58 0.20


Entry 4:
28
Properties=species:S:1:pos:R:3:forces:R:3:lowdin_charge:R:1 method="wB97M-V/def2-TZVPD" charge=+1 homo_energy_ev="-10.437 / -10.439"
C 2.9450 -0.7305 0.6422 -0.32 -0.21 -0.26 -0.04
C 1.7038 -1.2555 0.6077 0.67 -0.42 0.04 -0.08
C 2.4882 0.5891 0.0616 0.15 0.12 -0.15 -0.12
C -0.2056 0.9336 1.9222 0.89 -0.96 -1.94 0.09
C -1.2598 0.9445 -0.1342 0.13 0.04 -0.11 -0.11
C 1.0951 -0.0415 0.0958 -1.52 1.36 1.69 -0.23
C -0.0493 0.1369 -0.8159 0.10 0.41 0.14 -0.43
C 0.2905 0.8167 -2.1319 -0.04 -0.22 0.04 -0.01
C -2.1394 -0.4825 1.6709 -0.08 0.02 0.13 -0.04
N -1.3541 0.6574 1.2488 -0.25 0.20 0.27 -0.25
N -0.5937 -1.2564 -1.1272 0.05 -0.20 -0.02 0.25
H 3.9042 -1.0684 0.9745 0.23 -0.13 0.22 0.10
H 1.3061 -2.2099 0.9152 -0.02 -0.25 0.12 0.10
H 2.6290 1.4505 0.7109 0.00 0.13 0.03 0.11
H 2.8844 0.8143 -0.9273 0.02 0.04 -0.08 0.11
H -0.0117 0.4271 2.8481 -0.05 -0.11 0.26 0.10
H 0.2362 1.8989 1.7675 0.09 0.27 -0.01 0.09
H -1.0139 1.9999 -0.2627 0.04 -0.06 -0.12 0.14
H -2.1965 0.7431 -0.6549 -0.13 0.10 0.02 0.13
H -0.5870 0.9219 -2.7671 -0.12 0.08 -0.10 0.10
H 1.0540 0.2581 -2.6707 0.07 -0.02 -0.09 0.10
H 0.6874 1.8071 -1.9303 0.02 0.06 0.03 0.11
H -1.5917 -1.4291 1.5874 0.07 -0.13 -0.01 0.08
H -2.4143 -0.3573 2.7166 -0.01 -0.08 -0.03 0.10
H -3.0590 -0.5354 1.0899 0.03 -0.01 -0.01 0.10
H 0.0320 -1.7161 -1.7999 -0.16 0.00 0.20 0.18
H -1.5453 -1.2377 -1.5131 0.25 -0.04 0.11 0.17
H -0.5824 -1.8003 -0.2538 -0.13 0.02 -0.35 0.14


Entry 5:
49
Properties=species:S:1:pos:R:3:forces:R:3:lowdin_charge:R:1 method="wB97M-V/def2-TZVPD" charge=+1 homo_energy_ev=-10.460
C -0.6660 -1.9910 4.2579 -0.07 -0.75 -0.91 -0.16
C -0.5366 -1.6694 2.8601 -0.07 -1.20 0.61 -0.17
C 0.7945 -2.0266 2.4486 -0.22 -1.30 0.76 -0.19
H -1.3315 -1.3478 2.1832 0.34 0.21 0.36 0.13
C 1.4783 -2.5846 3.5842 -0.90 -0.66 -0.40 -0.19
C 0.6002 -2.4855 4.7300 -0.50 -0.91 -1.26 -0.19
H 0.7883 -2.8962 5.7168 0.07 0.27 -0.11 0.14
H -1.5855 -1.9496 4.8394 0.39 0.34 -0.11 0.13
H 1.1713 -2.0079 1.4315 0.05 0.25 0.12 0.11
H 2.4290 -3.1206 3.5588 -0.16 0.67 0.11 0.13
Hf 0.9984 -0.3168 4.0577 0.10 3.00 0.50 1.34
Cl 3.2488 0.0671 4.2918 0.54 0.17 0.09 0.09
P -0.1082 0.4940 -0.7530 0.13 0.14 0.86 1.05
C 1.1527 -0.5618 -1.5002 0.48 -0.28 -0.22 -0.40
C 0.9240 -1.3236 -2.6562 0.34 -0.01 0.28 -0.09
H -0.0069 -1.2090 -3.2175 0.28 -0.08 0.25 0.11
C 1.8863 -2.2432 -3.0775 0.22 0.02 0.16 -0.07
H 1.6878 -2.8590 -3.9553 0.13 0.17 0.22 0.11
C 3.0867 -2.3843 -2.3700 -0.22 0.09 -0.02 -0.07
H 3.8260 -3.1213 -2.6918 -0.24 0.27 0.10 0.11
C 3.3399 -1.5825 -1.2490 0.04 0.00 -0.08 -0.09
H 4.2804 -1.6719 -0.7024 -0.21 -0.02 -0.24 0.11
C 2.3865 -0.6698 -0.8112 -0.61 -0.32 -0.56 -0.13
H 2.5768 -0.0412 0.0618 -0.06 -0.17 -0.18 0.09
C -1.6991 -0.0367 -1.4301 -0.56 -0.21 -0.12 -0.39
C -2.0484 -1.4037 -1.3201 -0.32 0.68 -0.05 -0.12
H -1.2895 -2.1427 -1.0587 -0.19 0.16 -0.03 0.10
C -3.3683 -1.7972 -1.5332 0.00 0.15 -0.07 -0.08
H -3.6363 -2.8496 -1.4279 0.03 0.29 -0.09 0.11
C -4.3448 -0.8484 -1.8645 0.19 0.25 0.04 -0.08
H -5.3824 -1.1588 -2.0103 0.38 0.10 0.03 0.11
C -3.9932 0.5035 -1.9991 -0.06 -0.34 0.02 -0.07
H -4.7493 1.2480 -2.2544 0.19 -0.28 0.03 0.11
C -2.6775 0.9133 -1.7892 0.31 -0.52 0.13 -0.08
H -2.3970 1.9649 -1.8890 -0.14 -0.33 0.06 0.10
C 0.2187 2.1629 -1.3746 -0.03 0.40 0.11 -0.40
C 0.7304 2.4295 -2.6532 -0.13 0.31 0.32 -0.07
H 0.8775 1.6167 -3.3690 0.02 0.26 0.25 0.11
C 1.0471 3.7452 -2.9985 -0.07 0.07 0.20 -0.07
H 1.4589 3.9585 -3.9845 -0.11 -0.02 0.24 0.11
C 0.8455 4.7870 -2.0820 -0.08 -0.28 0.09 -0.07
H 1.1073 5.8118 -2.3532 -0.10 -0.34 0.07 0.11
C 0.3101 4.5175 -0.8148 0.03 0.08 -0.20 -0.08
H 0.1355 5.3208 -0.0994 0.09 -0.12 -0.25 0.11
C 0.0002 3.2111 -0.4543 0.23 -0.27 -0.63 -0.12
H -0.4056 2.9813 0.5345 0.15 0.10 -0.30 0.09
O -1.8322 2.2243 6.2962 1.65 -1.69 -1.26 0.18
C -1.0689 1.5180 5.7353 -1.57 1.74 1.29 -0.39
N -0.2599 0.8252 5.1564 0.24 -0.08 -0.21 -0.08